(1)
# C49H48IrN4P2S2Se

C49H48IrN4P2S2Se as an isolated structure (ωB97M-V with the def2-TZVPD basis set, OMol25).

Element x y z (Å)
Ir  0.48197  0.95223  -0.12039
C  -0.28877  2.81237  2.34627
C  0.86716  3.78582  2.03558
P  0.97119  4.32401  0.27968
C  2.22104  5.65501  0.35411
C  2.60847  6.17735  -0.88398
C  3.53113  7.20916  -0.96618
C  4.07475  7.74706  0.19500
C  3.69094  7.24169  1.42773
C  2.77279  6.19973  1.50970
C  1.91824  3.04511  -0.65002
C  3.30356  2.83794  -0.54326
C  3.96573  2.06197  -1.46866
C  3.27155  1.46514  -2.53136
C  1.91995  1.66988  -2.68267
C  1.22644  2.46955  -1.75151
P  -1.25155  2.18792  0.89974
C  -2.27644  3.53317  0.26045
C  -3.16370  4.17335  1.12222
C  -3.96119  5.20894  0.65790
C  -3.90407  5.58505  -0.67858
C  -3.04945  4.92323  -1.55078
C  -2.23218  3.90783  -1.07879
C  -2.53974  1.16385  1.68232
C  -3.59190  0.75300  0.86198
C  -4.59390  -0.06720  1.35787
C  -4.55809  -0.47790  2.68412
C  -3.51950  -0.06776  3.50838
C  -2.51235  0.75034  3.01103
H  -0.97243  3.24607  3.07855
H  0.12377  1.89014  2.77037
H  1.80323  3.37720  2.41462
H  0.69346  4.72561  2.56273
H  2.17795  5.77447  -1.79562
H  3.81786  7.60000  -1.93468
H  4.79174  8.55591  0.13711
H  4.10890  7.65590  2.33725
H  2.50534  5.82347  2.48967
H  3.85197  3.32455  0.25501
H  5.03683  1.92128  -1.38449
H  3.81330  0.86138  -3.25082
H  1.38914  1.26069  -3.53461
H  0.25213  2.85410  -2.01371
H  -3.24510  3.86046  2.15798
H  -4.63716  5.71287  1.33683
H  -4.53169  6.38882  -1.04195
H  -3.01363  5.20449  -2.59579
H  -1.55446  3.40849  -1.75621
H  -3.62215  1.07297  -0.17468
H  -5.40384  -0.38017  0.71119
H  -5.34468  -1.11004  3.07682
H  -3.48890  -0.38170  4.54507
H  -1.70874  1.04248  3.67433
S  2.48795  0.06095  0.33179
C  2.46797  -1.51007  1.15123
C  1.97239  -2.04205  2.30892
C  2.31189  -3.37405  2.55995
C  1.74945  -4.02482  3.70959
N  1.29702  -4.53403  4.63645
C  3.15863  -4.08448  1.67911
C  3.71190  -3.47524  0.55195
C  3.33915  -2.16660  0.31313
S  3.71969  -0.93616  -0.85614
C  3.42833  -5.47734  1.90652
N  3.66060  -6.59151  2.07183
H  1.33063  -1.49505  2.98675
H  4.37770  -4.01901  -0.10966
C  -2.09135  -0.37334  -3.08601
C  -1.69953  -1.81963  -3.37603
C  -0.22413  -1.98961  -3.71789
C  0.71796  -1.72492  -2.55130
N  0.54856  -2.70047  -1.46892
C  -0.03700  -2.50872  -0.27502
Se  -0.80435  -0.98187  0.48973
N  -0.13309  -3.70236  0.35539
C  -0.74037  -3.99643  1.66414
C  -2.06174  -4.75720  1.58573
C  -3.30065  -3.93386  1.23635
C  -3.42781  -3.56601  -0.24016
C  0.48267  -4.67686  -0.42979
C  0.72310  -6.02476  -0.20082
C  1.42753  -6.70565  -1.17893
C  1.87195  -6.06324  -2.33973
C  1.62800  -4.71859  -2.56274
C  0.92115  -4.03922  -1.58087
H  -3.17092  -0.28348  -2.95307
H  -1.80389  0.27918  -3.91679
H  -1.61731  0.00452  -2.17530
H  -2.29226  -2.18927  -4.21520
H  -1.95601  -2.45984  -2.52476
H  0.04204  -1.28775  -4.51537
H  -0.03790  -2.98872  -4.11718
H  0.55878  -0.73714  -2.12873
H  1.76196  -1.77491  -2.85799
H  -0.86658  -3.04671  2.18139
H  -0.01841  -4.58614  2.22620
H  -2.19595  -5.21061  2.57035
H  -1.96616  -5.58839  0.87877
H  -3.32461  -3.03065  1.85552
H  -4.17759  -4.51833  1.52349
H  -2.68062  -2.83472  -0.55229
H  -4.40576  -3.12486  -0.44539
H  -3.32436  -4.45216  -0.87360
H  0.38846  -6.52104  0.70192
H  1.64413  -7.75662  -1.04160
H  2.42216  -6.63096  -3.07854
H  1.98172  -4.22642  -3.45918

Output
Relative energy (zero: lowest compared OMol25 entry of this formula, charge and spin): 0.320 eV
Lowest unoccupied orbital energy: -3.01 eV
Charge: +1
Orbital gap: 7.086 eV
HOMO energy: -10.1005 eV


(2)
# C49H49BaIN5S2Si

C49H49BaIN5S2Si as an isolated structure (ωB97M-V with the def2-TZVPD basis set, OMol25).

Element x y z (Å)
Ba  1.06057  -0.33180  -0.74591
C  -0.74169  -1.61199  1.16914
Si  -2.11564  -0.65757  1.80041
C  -1.51382  1.10851  2.21616
N  -0.76125  1.79389  1.15754
C  -1.64172  2.17127  0.03147
C  -1.53370  3.64199  -0.35156
C  -1.78771  4.52336  0.87087
C  -0.85348  4.13752  2.04122
C  0.00780  2.93140  1.66263
C  -3.60053  -0.63272  0.61406
C  -3.66153  -1.53720  -0.44644
C  -4.77087  -1.60562  -1.28222
C  -5.84780  -0.75527  -1.07881
C  -5.81240  0.15562  -0.02858
C  -4.70421  0.20516  0.80595
C  -2.93126  -1.16573  3.46171
C  -2.23431  -1.01592  4.66611
C  -2.75810  -1.44355  5.87847
C  -4.00842  -2.04617  5.92026
C  -4.72057  -2.21271  4.74128
C  -4.18700  -1.77515  3.53480
H  -1.02780  -2.59847  0.77846
H  -0.02986  -1.77788  1.99226
H  -0.83479  0.97007  3.06684
H  -2.34612  1.73108  2.59798
H  -2.68467  1.98762  0.31586
H  -1.44441  1.53243  -0.83828
H  -2.27087  3.85803  -1.12986
H  -0.55667  3.85150  -0.78598
H  -2.83288  4.40352  1.17461
H  -1.65998  5.57465  0.60386
H  -1.43834  3.90316  2.93406
H  -0.19623  4.96885  2.30881
H  0.58888  2.58870  2.52135
H  0.73013  3.22557  0.90004
H  -2.81368  -2.18795  -0.63183
H  -4.78474  -2.31167  -2.10569
H  -6.71015  -0.80000  -1.73383
H  -6.65080  0.82144  0.14138
H  -4.70129  0.91009  1.63267
H  -1.24767  -0.56233  4.66099
H  -2.18944  -1.31010  6.79169
H  -4.42193  -2.38422  6.86305
H  -5.69662  -2.68429  4.76063
H  -4.76506  -1.91332  2.62727
C  2.82032  -1.99484  2.14146
N  2.93245  -1.67385  0.71766
C  4.05795  -1.79069  0.10366
C  4.23209  -1.47866  -1.28014
C  5.42368  -1.55130  -2.01380
C  5.10803  -1.12042  -3.30393
C  3.74146  -0.80786  -3.27592
N  3.20051  -1.02313  -2.06760
C  4.04920  -2.54823  2.81776
C  5.04788  -1.69673  3.28423
C  6.19188  -2.20160  3.88341
C  6.35374  -3.57366  4.02627
C  5.36568  -4.43213  3.56690
C  4.22324  -3.91953  2.96629
H  1.99290  -2.69994  2.25100
H  2.50439  -1.08617  2.66613
H  4.95434  -2.14710  0.62013
H  6.38645  -1.86796  -1.63817
H  5.77369  -1.02859  -4.14860
H  3.13613  -0.42375  -4.08682
H  4.92303  -0.62504  3.17066
H  6.95844  -1.52467  4.23958
H  7.24527  -3.97052  4.49545
H  5.48287  -5.50304  3.67790
H  3.45130  -4.59077  2.60660
C  1.83700  -3.99259  -1.46387
C  0.61350  -3.86153  -2.30364
N  -0.02916  -2.75716  -2.53210
C  -1.10439  -2.96646  -3.36031
C  -1.28119  -4.25410  -3.75771
S  -0.07091  -5.24426  -3.07741
C  -1.96525  -1.84762  -3.76343
C  -2.83796  -1.89618  -4.80870
S  -3.70739  -0.43253  -4.89386
C  -2.87473  0.14192  -3.49592
N  -1.97949  -0.67795  -3.04291
C  -3.23897  1.44855  -2.87322
H  1.72511  -3.41983  -0.54242
H  2.70395  -3.59030  -1.99073
H  2.02254  -5.03505  -1.20621
H  -2.06653  -4.65752  -4.37445
H  -2.98431  -2.68952  -5.52235
H  -3.99622  1.96591  -3.46142
H  -2.35694  2.08365  -2.78757
H  -3.63509  1.27155  -1.86936
I  3.49710  2.14068  0.30100
C  2.78107  3.70360  -0.91970
C  3.33816  4.93470  -0.71784
C  2.95276  6.01408  -1.54164
C  2.05133  5.81151  -2.54470
C  1.47665  4.53421  -2.76195
C  0.56259  4.32883  -3.82613
C  0.02775  3.09051  -4.03025
C  0.34273  2.02791  -3.14783
C  1.19493  2.13907  -2.06652
C  1.80799  3.42777  -1.92222
H  4.07612  5.08265  0.05885
H  3.38913  6.99183  -1.37732
H  1.76091  6.62769  -3.19800
H  0.31548  5.16464  -4.47217
H  -0.65368  2.92537  -4.86065
H  -0.14891  1.07238  -3.35037

Output
Relative energy (zero: lowest compared OMol25 entry of this formula, charge and spin): 0.423 eV
Lowest unoccupied orbital energy: 1.97 eV
Charge: -1
Orbital gap: 5.986 eV
HOMO energy: -4.0194 eV


(3)
# C49H49ClN5O4ReSi

C49H49ClN5O4ReSi as an isolated structure (ωB97M-V with the def2-TZVPD basis set, OMol25).

Element x y z (Å)
Re  -0.59236  0.70911  0.88463
C  -0.79054  -4.28341  1.05977
O  0.29068  -3.58602  1.67598
C  -0.07261  -2.89225  2.80130
C  0.11991  -3.45570  4.05334
C  -0.20334  -2.75245  5.20443
C  -0.71788  -1.47478  5.10174
C  -0.89017  -0.87138  3.85531
C  -1.36424  0.49911  3.82236
N  -1.29486  1.22930  2.77334
N  -1.74811  2.54072  2.89370
C  -1.73316  3.11569  1.74362
O  -1.40921  2.42342  0.63317
C  -2.04612  4.53595  1.56506
C  -2.40154  5.31437  2.66637
C  -2.67023  6.65982  2.49694
C  -2.58235  7.23441  1.23393
C  -2.22864  6.46091  0.13827
C  -1.96318  5.11089  0.30029
C  -0.56816  -1.59240  2.69889
O  -0.71751  -1.07080  1.43832
H  -0.37721  -4.79043  0.19137
H  -1.57320  -3.59135  0.74529
H  -1.21551  -5.01906  1.74609
H  0.52759  -4.45747  4.10237
H  -0.04761  -3.20137  6.17510
H  -0.97227  -0.91291  5.99129
H  -1.76964  0.94269  4.72586
H  -2.46297  4.85668  3.64388
H  -2.94766  7.26493  3.34937
H  -2.79244  8.28796  1.10543
H  -2.16317  6.90861  -0.84425
H  -1.68331  4.50227  -0.54804
C  1.94729  5.56943  0.01710
C  2.15159  5.29416  1.36044
C  2.13791  3.98185  1.81476
C  1.91943  2.91658  0.93745
C  1.73279  3.21812  -0.41850
C  1.74529  4.52540  -0.87647
Si  1.73185  1.15301  1.53789
C  2.75097  -0.07231  0.54288
C  2.56740  -1.44336  0.76768
C  3.16477  -2.39737  -0.04371
C  3.95353  -1.99603  -1.11576
C  4.15625  -0.64218  -1.35093
C  3.56422  0.30761  -0.52610
C  2.01325  0.97247  3.38013
C  1.38463  1.81004  4.30850
C  1.53633  1.61463  5.67308
C  2.32051  0.56894  6.14365
C  2.96327  -0.26591  5.24219
C  2.81595  -0.05925  3.87707
H  1.95083  6.59285  -0.33431
H  2.32087  6.10190  2.06039
H  2.31147  3.79366  2.86834
H  1.57754  2.42046  -1.13518
H  1.60490  4.73168  -1.93015
H  1.93339  -1.78126  1.57692
H  3.00738  -3.44981  0.15868
H  4.42432  -2.73505  -1.75229
H  4.78703  -0.32239  -2.17054
H  3.74399  1.35677  -0.72483
H  0.74970  2.62383  3.97140
H  1.04601  2.28270  6.37023
H  2.43813  0.41342  7.20848
H  3.58934  -1.07358  5.59897
H  3.35082  -0.70746  3.19520
C  1.59673  -4.14900  -5.13960
C  0.31116  -3.87799  -4.34226
C  -0.75088  -4.88680  -4.79043
C  0.62929  -4.14807  -2.86548
C  -0.18835  -2.41946  -4.63341
O  -0.15742  -2.19959  -6.04814
C  -1.63775  -2.08687  -4.20876
C  -2.09179  -2.31844  -2.75745
C  -2.87628  -1.19381  -2.10671
C  -3.51838  -0.17701  -2.80202
C  -4.06489  0.91461  -2.13539
C  -3.97736  0.98847  -0.75595
Cl  -4.58763  2.37901  0.08101
C  -3.40840  -0.04867  -0.03151
C  -2.87581  -1.12944  -0.71440
C  0.82827  -1.34040  -4.14394
N  0.36169  -0.45138  -3.08567
C  0.54221  -0.54778  -1.77678
N  -0.17696  0.39631  -1.17424
C  -0.73871  1.09417  -2.20758
N  -0.42844  0.60873  -3.37450
H  1.94365  -5.16121  -4.92636
H  2.40653  -3.46882  -4.86900
H  1.43722  -4.06133  -6.21136
H  -0.36356  -5.90017  -4.67677
H  -1.01752  -4.77166  -5.84382
H  -1.66388  -4.81303  -4.19714
H  1.04370  -5.15455  -2.77844
H  -0.24861  -4.11130  -2.22623
H  1.38637  -3.46814  -2.46530
H  -0.75858  -2.82030  -6.47514
H  -2.29907  -2.63462  -4.88457
H  -1.75971  -1.03844  -4.47159
H  -1.23606  -2.48250  -2.10781
H  -2.66789  -3.24679  -2.69734
H  -3.57021  -0.19725  -3.88193
H  -4.54087  1.71401  -2.68650
H  -3.38742  -0.00312  1.05165
H  -2.39997  -1.91941  -0.14923
H  1.03926  -0.69746  -4.99496
H  1.76324  -1.77533  -3.80281
H  1.15854  -1.28742  -1.28633
H  -1.38737  1.94371  -2.06298

Output
Relative energy (zero: lowest compared OMol25 entry of this formula, charge and spin): 0.039 eV
Lowest unoccupied orbital energy (alpha / beta): -3.50 / -3.46 eV
2S+1: 2
Charge: +1
Orbital gap (alpha / beta): 7.193 / 7.025 eV
HOMO energy (alpha / beta): -10.6888 / -10.4805 eV


Across the entries above, calculated total energy takes the values -6099.71714; -3579.55643; -3299.18686 a.u., respectively.